Below is a molecular structure, C52H61N2O2P3STi in a non-equilibrium geometry, with properties calculated with ωB97M-V with the def2-TZVPD basis set.

Computed properties:
**2S+1**: 2
**⟨S²⟩**: 0.76
**Lowest unoccupied orbital energy (alpha / beta)**: -2.326 / -2.165 eV
**Frontier orbital gap (alpha / beta)**: 8.25 / 8.54 eV
**Charge**: +1
**Energy above the lowest of the compared OMol25 structures with the same formula, charge and spin**: 153.0 kJ/mol

Last column: Löwdin charge in e.
Atoms and positions in Å:
Ti: -0.70721 -0.67946 -0.91542  0.516
C: 4.37379 -2.32426 4.25198  -0.011
C: 3.73829 -1.09816 3.57128  -0.433
C: 4.32039 0.21114 4.13248  -0.004
C: 2.24289 -1.11976 3.81828  -0.091
C: 1.75819 -1.20536 5.11778  -0.010
C: 0.40489 -1.28976 5.38628  -0.044
C: -0.49711 -1.26566 4.34248  -0.083
C: -0.05401 -1.13076 3.03278  -0.258
P: -1.26731 -1.12026 1.65278  1.119
C: -2.51781 0.03774 2.32998  -0.363
C: -2.19101 1.00534 3.27498  -0.100
C: -3.18391 1.76974 3.86258  -0.070
C: -4.50921 1.58314 3.50738  -0.079
C: -4.84061 0.65824 2.53018  -0.076
C: -3.84961 -0.10536 1.94168  -0.136
C: -2.07031 -2.72076 2.11188  -0.339
C: -3.14711 -2.82326 2.98938  -0.089
C: -3.67251 -4.06156 3.31138  -0.060
C: -3.12041 -5.21466 2.78198  -0.069
C: -2.03461 -5.12776 1.92748  -0.063
C: -1.51551 -3.88886 1.59708  -0.090
C: 1.31789 -1.06336 2.77638  -0.172
O: 1.67189 -0.94486 1.45448  -0.029
C: 3.00589 -1.06036 1.13918  -0.172
C: 3.29389 -1.09326 -0.22552  -0.252
C: 4.60009 -1.30426 -0.64572  -0.081
C: 5.61619 -1.40896 0.28118  -0.045
C: 5.32689 -1.30986 1.62818  -0.009
C: 4.02239 -1.15866 2.08528  -0.092
P: 1.91109 -0.96056 -1.43162  1.053
C: 2.00689 -2.72136 -1.91382  -0.384
C: 1.14039 -3.56836 -1.23142  -0.151
C: 1.18669 -4.93496 -1.42532  -0.064
C: 2.10669 -5.46216 -2.31762  -0.061
C: 2.96919 -4.62576 -3.00612  -0.056
C: 2.93159 -3.25886 -2.80112  -0.078
C: 2.80349 -0.08896 -2.77552  -0.379
C: 2.55539 -0.35486 -4.12052  -0.128
C: 3.17649 0.39334 -5.10582  -0.059
C: 4.05369 1.40864 -4.76292  -0.067
C: 4.31799 1.67224 -3.42832  -0.068
C: 3.69509 0.93164 -2.44142  -0.130
H: 4.18649 -2.32706 5.32208  0.081
H: 5.44929 -2.34096 4.10158  0.080
H: 3.95419 -3.23586 3.82888  0.104
H: 4.13299 0.29344 5.19998  0.086
H: 3.85889 1.06444 3.63798  0.097
H: 5.39319 0.26024 3.96468  0.087
H: 2.45089 -1.21376 5.94378  0.117
H: 0.05129 -1.37926 6.40238  0.113
H: -1.55411 -1.34066 4.53838  0.107
H: -1.16191 1.15224 3.57028  0.112
H: -2.92271 2.49864 4.61588  0.113
H: -5.28241 2.15864 3.98998  0.111
H: -5.87151 0.51784 2.24078  0.115
H: -4.11781 -0.84736 1.20188  0.103
H: -3.59771 -1.94396 3.42268  0.098
H: -4.51111 -4.12716 3.98778  0.110
H: -3.52531 -6.17826 3.04448  0.108
H: -1.58741 -6.02276 1.51958  0.108
H: -0.66341 -3.83336 0.93108  0.078
H: 4.82089 -1.37456 -1.69792  0.109
H: 6.63069 -1.56396 -0.05192  0.113
H: 6.13909 -1.36626 2.33478  0.116
H: 0.41099 -3.11826 -0.55012  0.056
H: 0.50789 -5.58546 -0.89472  0.109
H: 2.14489 -6.52656 -2.47762  0.109
H: 3.68179 -5.03956 -3.70332  0.111
H: 3.60569 -2.61746 -3.34702  0.102
H: 1.87759 -1.14456 -4.41072  0.061
H: 2.98079 0.17844 -6.14602  0.112
H: 4.53599 1.99194 -5.53152  0.109
H: 5.01029 2.45274 -3.14722  0.112
H: 3.91679 1.13904 -1.40252  0.108
O: -2.71301 -1.84206 -0.65442  -0.154
H: -2.76801 -2.70796 -1.12252  0.044
H: -3.47561 -1.30906 -0.92382  0.081
S: -0.50841 -1.39496 -3.34732  0.716
C: -1.21351 -2.77866 -2.83742  -0.834
N: -1.76191 -3.72266 -2.43922  0.100
C: -2.57671 1.16024 -3.78822  -0.126
C: -2.80091 2.44884 -2.99782  -0.579
C: -2.59141 3.67444 -3.88502  -0.065
C: -4.26151 2.41474 -2.53732  -0.087
P: -1.68451 2.35154 -1.41772  0.979
N: -1.61951 0.88694 -0.86882  -0.332
C: 0.10789 2.94594 -1.80172  -0.564
C: 0.51279 2.22024 -3.07992  -0.087
C: 1.00749 2.42604 -0.67332  -0.087
C: 0.32339 4.44414 -1.98752  -0.060
C: -2.39921 3.54114 -0.09682  -0.577
C: -1.38331 3.58094 1.04318  -0.082
C: -2.70481 4.96194 -0.55682  -0.062
C: -3.66891 2.89914 0.46238  -0.094
H: -3.40521 1.00204 -4.47872  0.095
H: -2.54761 0.31264 -3.09112  0.015
H: -1.65971 1.17154 -4.37302  0.059
H: -3.37131 3.70264 -4.64792  0.098
H: -1.63801 3.64884 -4.40612  0.068
H: -2.65331 4.59694 -3.31512  0.067
H: -4.90631 2.24884 -3.40142  0.095
H: -4.56531 3.35414 -2.08652  0.063
H: -4.41711 1.59684 -1.83392  0.079
H: 0.33789 1.14704 -2.95762  0.023
H: 1.56949 2.38684 -3.27682  0.082
H: -0.03491 2.58074 -3.94252  0.069
H: 0.61119 1.47324 -0.27282  0.033
H: 1.09389 3.13004 0.14948  0.076
H: 2.00939 2.25604 -1.06612  0.067
H: -0.33681 4.84814 -2.74692  0.072
H: 1.34799 4.61874 -2.31592  0.098
H: 0.18159 4.99514 -1.06212  0.066
H: -0.51411 4.18004 0.79688  0.063
H: -1.07591 2.56714 1.29858  0.066
H: -1.85081 4.02894 1.91738  0.093
H: -1.83181 5.45974 -0.96092  0.061
H: -3.05031 5.53824 0.30128  0.100
H: -3.49181 4.98894 -1.30412  0.066
H: -3.58731 1.81424 0.40548  0.046
H: -4.56681 3.22174 -0.05402  0.076
H: -3.78221 3.17354 1.50868  0.076